17
Properties=species:S:1:pos:R:3:forces:R:3:mulliken_charge:R:1 method="wB97M-V/def2-TZVPD" charge=0 smiles=COC[C@@H](O)CO de_lowest_kj_mol=139.7 homo_lumo_gap_ev=11.16
C -1.2354 -1.3380 1.7770 -0.01 -0.16 0.23 -0.701
O -1.3648 -0.4760 0.6695 -0.04 0.02 -0.04 -0.385
C -0.3720 -0.6846 -0.3194 0.17 -0.05 -0.12 -0.626
C -0.0221 0.6765 -0.9196 0.03 -0.18 -0.21 0.210
O 0.0887 1.6248 0.1264 -0.20 0.06 0.14 -0.613
C 1.3457 0.6424 -1.5926 -0.19 -0.01 -0.27 -0.634
O 2.3497 0.3814 -0.6382 0.03 0.17 0.18 -0.521
H -2.0231 -1.0747 2.4868 0.11 -0.07 -0.10 0.249
H -0.2553 -1.2110 2.2614 -0.16 -0.04 -0.07 0.324
H -1.3492 -2.3913 1.4850 -0.01 0.14 0.04 0.296
H 0.5371 -1.1063 0.1304 -0.15 0.05 0.00 0.413
H -0.7374 -1.3774 -1.0915 0.06 0.12 0.09 0.315
H -0.7940 0.9870 -1.6413 0.12 -0.03 0.11 0.310
H -0.6046 1.3767 0.7593 0.13 0.12 -0.03 0.377
H 1.5175 1.6052 -2.0959 -0.02 -0.14 0.06 0.286
H 1.3887 -0.1523 -2.3457 -0.03 0.11 0.09 0.354
H 2.1327 0.9676 0.1043 0.17 -0.12 -0.07 0.346